No. 1
Density functional theory data (ωB97M-V with the def2-TZVPD basis set) for the molecule C14H19NO3S.

Structure (ORCA input):
```
! wB97M-V def2-TZVPD RIJCOSX def2/J DEFGRID3
* xyz 0 1
S 0.573 2.737 1.874
O 1.983 0.432 -2.125
O 1.899 -1.942 -0.022
O 0.385 -2.005 -2.277
N -0.576 -1.129 1.675
C 1.073 2.411 -1.683
C 0.178 -0.888 -3.117
C 0.396 -0.053 1.786
C 0.692 0.387 -2.524
C -0.671 3.670 1.132
C -1.631 2.888 0.584
C -0.220 1.260 1.434
C -1.459 -1.156 2.823
C 0.038 -2.423 1.437
C 0.085 1.582 -2.269
C 2.200 1.654 -1.615
C -1.372 1.508 0.755
C 0.632 -2.557 0.029
C -0.292 -1.944 -1.032
H 0.755 -3.630 -0.194
H -0.506 -0.908 -0.758
H 3.181 1.860 -1.237
H 2.104 -1.804 -0.959
H 0.951 3.421 -1.354
H -0.742 -3.180 1.545
H -0.937 -1.430 3.753
H 0.832 0.004 2.800
H -2.497 3.273 0.076
H -2.018 0.726 0.399
H -2.258 -1.874 2.646
H -0.607 4.740 1.155
H 1.220 -0.260 1.097
H -1.899 -0.169 2.950
H -0.933 1.841 -2.474
H -0.888 -0.764 -3.354
H 0.723 -1.131 -4.035
H -1.234 -2.503 -1.085
H 0.839 -2.645 2.162
*
```

For the electronic energy, the calculation gives -33292.5606 eV. As for the HOMO-LUMO gap: 9.3 eV.

natural (NBO) population analysis, charges in e, atoms 1 to 2: S 0.422; O -0.412

=====

No. 2
Density functional theory data (ωB97M-V with the def2-TZVPD basis set) for a structure of composition C45H59ClF3NP2SSiZr.

Structure (ORCA input):
```
! wB97M-V def2-TZVPD RIJCOSX def2/J DEFGRID3
* xyz 2 1
Zr -0.223 -0.252 1.675
Cl 0.363 2.249 2.433
S 0.439 -2.653 1.868
P -1.348 1.513 -0.198
P 2.297 -0.234 0.427
Si -0.817 -0.399 4.381
F 0.018 -5.343 0.321
F -0.606 -5.542 2.391
F -1.801 -6.408 0.811
N -1.893 -1.690 1.167
C 0.175 5.784 0.616
C 3.182 1.221 -0.260
C 3.399 -1.576 -1.916
C -1.049 -5.360 1.140
C 4.967 -1.977 3.700
C 2.929 -1.605 -3.369
C -1.831 -4.070 1.021
C -2.044 -0.511 -3.622
C -2.097 -0.042 -2.322
C -4.152 1.758 -0.488
C -0.690 1.234 5.327
C 4.893 -0.960 1.377
C -3.056 1.684 0.368
C 2.423 1.852 -1.420
C -0.594 1.747 -2.904
C -4.526 1.876 2.274
C 1.902 -2.707 -3.610
C 3.394 -0.956 1.719
C -5.616 1.939 1.416
C -2.628 -0.961 4.379
C -3.862 -2.868 0.555
C 3.132 -0.311 3.084
C 0.034 3.486 1.186
C 3.609 2.294 0.760
C 0.471 4.758 1.503
C 3.337 2.791 -2.220
C -3.193 -1.693 0.819
C -1.368 1.090 -1.950
C -1.258 0.138 -4.564
C -0.559 5.528 -0.533
C -0.684 3.179 0.041
C -5.429 1.884 0.042
C 5.767 -1.302 2.600
C 2.211 -1.501 -0.918
C 3.805 3.658 0.083
C 3.865 -1.055 4.221
C -3.161 -4.068 0.647
C -3.249 1.748 1.750
C 4.369 3.484 -1.321
C -1.221 -2.847 1.300
C -0.994 4.243 -0.811
C 0.178 -1.719 5.287
C 0.870 -1.456 -1.654
C -0.541 1.269 -4.207
C 0.748 -2.660 -2.583
H 4.459 4.275 0.699
H 5.620 -2.259 4.526
H 1.019 4.946 2.415
H 4.544 1.987 1.233
H 3.158 -1.637 4.809
H 3.969 -2.484 -1.708
H 0.744 -3.566 -1.972
H 0.060 1.787 -4.941
H 5.067 -1.673 0.569
H 2.508 -0.633 -3.643
H 6.599 -1.934 2.290
H 5.194 0.016 0.993
H 3.792 -1.749 -4.021
H 4.539 -2.913 3.330
H -0.218 -2.628 -3.091
H 5.284 2.888 -1.264
H -1.176 2.080 4.841
H 3.066 -2.002 1.776
H 0.508 6.789 0.838
H -6.615 2.038 1.819
H 1.510 -2.621 -4.624
H -3.325 -0.286 3.882
H -6.279 1.947 -0.623
H -1.212 -0.233 -5.579
H -4.016 1.713 -1.559
H 1.166 -1.907 4.875
H -0.362 -2.667 5.259
H 2.882 2.387 1.567
H 0.038 -1.465 -0.933
H -3.682 -0.730 0.770
H 0.297 -1.429 6.333
H -4.908 -2.851 0.289
H 2.401 -3.676 -3.562
H 2.045 -0.290 3.312
H 0.759 -0.528 -2.220
H -0.807 6.335 -1.208
H -2.709 -0.567 -1.599
H 4.098 0.783 -0.673
H -2.405 1.727 2.439
H -4.671 1.930 3.345
H 2.849 4.189 0.025
H 1.578 2.412 -1.003
H -2.615 -1.386 -3.901
H 6.215 -0.387 2.997
H 3.433 0.739 3.052
H 2.201 -2.427 -0.331
H 3.841 2.226 -3.007
H 0.355 1.503 5.500
H -0.015 2.622 -2.646
H 4.296 -0.322 4.904
H -2.743 -1.953 3.935
H -1.595 4.063 -1.693
H -1.155 1.118 6.309
H -2.935 -1.043 5.426
H 4.103 -0.754 -1.786
H 2.002 1.095 -2.083
H -3.655 -5.008 0.438
H 4.661 4.442 -1.750
H 2.721 3.538 -2.727
*
```

For the electronic energy, the calculation gives -108349.3143 eV. As for the HOMO-LUMO gap: 6.8 eV.

Löwdin population analysis, charges in e, atoms 1 to 2: Zr 0.949; Cl 0.715

=====

No. 3
Density functional theory data (ωB97M-V with the def2-TZVPD basis set) for the molecule C19H16N4O4S.

Structure (ORCA input):
```
! wB97M-V def2-TZVPD RIJCOSX def2/J DEFGRID3
* xyz 0 1
S -3.372 -2.479 0.226
O -6.081 0.295 0.204
O 1.779 -2.505 0.438
O -1.227 -3.297 -0.926
O -1.515 2.513 -0.524
N -1.685 -0.444 -0.605
N -3.884 0.011 -0.303
N -0.527 -1.149 -0.611
N 1.914 0.000 -1.026
C 4.145 1.617 -0.758
C 3.801 -1.942 1.419
C -5.042 -1.850 0.590
C 1.146 -2.833 -0.788
C -2.830 -0.886 -0.291
C -2.545 2.286 1.432
C -3.669 1.382 -0.736
C 2.915 -0.399 -0.213
C 3.120 1.978 -1.588
C -1.299 2.922 1.650
C -2.626 2.058 0.089
C 4.913 -1.121 1.617
C -5.098 -0.406 0.155
C -0.720 3.032 0.425
C 2.005 1.132 -1.670
C 4.068 0.415 -0.021
C 2.813 -1.626 0.508
C -0.348 -2.470 -0.772
C 5.064 0.031 0.895
H -4.641 1.877 -0.641
H 5.929 0.663 1.023
H -0.898 3.249 2.587
H -3.343 1.385 -1.779
H 1.629 -2.342 -1.637
H 1.218 -3.921 -0.902
H 0.216 3.450 0.110
H -3.281 2.037 2.169
H -5.788 -2.438 0.055
H 3.149 2.892 -2.160
H 1.151 1.391 -2.282
H 5.662 -1.418 2.336
H 5.019 2.243 -0.642
H 0.313 -0.551 -0.692
H -5.243 -1.928 1.659
H 3.693 -2.857 1.980
*
```

For the electronic energy, the calculation gives -44947.3817 eV. As for the HOMO-LUMO gap: 7.9 eV.

natural (NBO) population analysis, charges in e, atoms 1 to 2: S 0.323; O -0.591

=====

No. 4
Density functional theory data (ωB97M-V with the def2-TZVPD basis set) for a structure of composition C22H20BrCl3F5O3OsS.

Structure (ORCA input):
```
! wB97M-V def2-TZVPD RIJCOSX def2/J DEFGRID3
* xyz 1 1
Os -0.764 -2.493 0.397
Br 1.440 -2.367 -0.817
Cl -1.021 -3.361 5.016
Cl -0.694 -0.483 4.738
Cl -3.315 -1.669 4.473
S -0.969 -4.718 0.415
F -3.059 -6.913 0.482
F -2.040 -2.727 -1.440
F -4.336 -2.846 -2.884
F -5.986 -4.995 -2.632
F -5.343 -7.014 -0.956
O -0.707 -0.547 0.120
O -2.230 -2.183 1.854
O -0.116 -2.236 2.307
C 0.367 1.580 -0.012
C 1.551 2.224 -0.305
C 5.134 1.540 -1.511
C 0.370 0.157 -0.131
C -0.884 2.325 0.445
C -2.886 -3.812 -1.303
C -0.628 3.831 0.547
C 1.548 -0.477 -0.568
C -2.015 2.104 -0.575
C -1.600 -1.892 4.204
C 2.703 0.188 -0.879
C -1.317 -2.105 2.721
C -4.536 -5.974 -1.070
C 3.965 2.404 -1.037
C 3.636 3.429 -2.134
C -4.032 -3.836 -2.061
C -4.868 -4.938 -1.933
C 4.384 3.138 0.248
C -3.365 -5.913 -0.332
C -2.515 -4.818 -0.430
C -1.316 1.829 1.835
C 2.722 1.578 -0.737
H 1.586 3.297 -0.201
H -0.348 4.265 -0.414
H 3.324 2.933 -3.055
H 4.900 1.013 -2.439
H -1.547 4.321 0.869
H 3.604 3.811 0.604
H 3.571 -0.352 -1.228
H -2.157 2.429 2.185
H 5.275 3.736 0.051
H -2.294 1.055 -0.655
H 5.994 2.179 -1.707
H 4.618 2.431 1.045
H -0.504 1.935 2.557
H 4.525 4.022 -2.352
H -1.636 0.789 1.817
H -2.897 2.664 -0.261
H 2.846 4.117 -1.832
H -1.721 2.465 -1.561
H 0.145 4.066 1.281
H 5.436 0.811 -0.757
*
```

For the electronic energy, the calculation gives -163772.5348 eV. As for the HOMO-LUMO gap (spin up / spin down): 5.2 / 4.9 eV.

natural (NBO) population analysis, charges in e, atoms 1 to 2: Os 1.075; Br 0.316

=====

No. 5
Density functional theory data (ωB97M-V with the def2-TZVPD basis set) for the molecule C7H10N2.

Structure (ORCA input):
```
! wB97M-V def2-TZVPD RIJCOSX def2/J DEFGRID3
* xyz 0 1
N -2.209 -1.080 0.515
N -1.458 -1.201 1.623
C 0.524 -0.604 -2.138
C -1.359 -0.518 -0.351
C -0.309 -0.510 1.616
C -0.181 -0.052 0.335
C -0.377 0.222 -1.115
C 0.482 -0.369 2.883
C -0.787 1.648 -1.443
H -0.106 -0.894 3.683
H 0.729 0.733 3.119
H -0.747 1.929 -2.527
H 0.508 -0.146 -3.162
H -0.284 2.571 -0.918
H 1.431 -0.776 2.679
H -1.781 1.813 -0.963
H 1.493 -0.771 -1.550
H -1.862 -1.666 2.354
H 0.158 -1.637 -2.081
*
```

For the electronic energy, the calculation gives -10396.1438 eV. As for the HOMO-LUMO gap: 9.6 eV.

natural (NBO) population analysis, charges in e, atoms 1 to 2: N -0.263; N -0.338

=====

No. 6
Density functional theory data (ωB97M-V with the def2-TZVPD basis set) for a structure of composition CHFLiO2.

Structure (ORCA input):
```
! wB97M-V def2-TZVPD RIJCOSX def2/J DEFGRID3
* xyz 1 1
F 0.362 0.590 -0.581
O -0.391 -0.471 1.330
O -1.159 0.448 -0.860
C 0.576 -0.019 0.922
Li -0.933 -0.975 -1.985
H 1.544 0.428 1.173
*
```

For the electronic energy, the calculation gives -8058.8041 eV. As for the HOMO-LUMO gap: 10.9 eV.

natural (NBO) population analysis, charges in e, atoms 1 to 2: F -0.200; O -0.303

=====

> Which of these has the highest electronic energy?

CHFLiO2

=====

> Among the records above, which one has the highest electronic energy?

CHFLiO2

=====

> The lowest electronic energy belongs to which entry?

C22H20BrCl3F5O3OsS

=====

> Which value of electronic energy does entry 6 give?

-8058.8041 eV